[1]
35
Properties=species:S:1:pos:R:3 method="wB97M-V/def2-TZVPD" de_lowest_kcal_mol=0.00 smiles="CC(=O)N1CCN(c2nc(NN)nc(C(F)(F)F)n2)CC1" e_homo_ev=-8.8 e_lumo_ev=0.36 homo_lumo_gap_ev=9.19 total_energy_ev=-31228.008
C -2.425 3.621 -2.293
C -2.661 2.140 -2.226
O -3.103 1.597 -3.215
N -2.406 1.386 -1.073
C -2.547 -0.071 -1.022
C -1.117 -0.640 -0.882
N -0.303 -0.024 0.199
C 0.779 -0.670 0.742
N 1.060 -1.817 0.194
C 2.124 -2.396 0.704
N 2.551 -3.571 0.127
N 1.966 -4.284 -1.003
N 2.876 -1.953 1.697
C 2.507 -0.800 2.255
C 3.430 -0.177 3.331
F 4.678 -0.034 2.866
F 3.509 -1.038 4.395
F 2.932 1.011 3.811
N 1.408 -0.175 1.766
C -0.417 1.425 0.412
C -1.853 1.941 0.176
H -3.184 4.190 -1.730
H -1.418 3.925 -1.963
H -2.459 3.903 -3.348
H -2.962 -0.466 -1.975
H -3.232 -0.349 -0.223
H -0.583 -0.519 -1.805
H -1.189 -1.719 -0.695
H 3.411 -3.896 0.587
H 1.175 -3.749 -1.383
H 1.662 -5.179 -0.698
H 0.266 1.927 -0.331
H -0.125 1.752 1.422
H -2.478 1.687 1.046
H -1.870 3.021 0.136


[2]
15
Properties=species:S:1:pos:R:3 method="wB97M-V/def2-TZVPD" de_lowest_kcal_mol=108.14 smiles="C=[S@](C)(=O)NC" e_homo_ev=-8.3 e_lumo_ev=0.83 homo_lumo_gap_ev=9.16 total_energy_ev=-17625.515
C -1.678 0.634 -0.601
S -0.008 0.686 -0.595
C 1.018 1.366 1.013
O 0.487 1.279 -1.776
N 0.738 -0.927 -0.526
C -0.059 -1.921 0.089
H -2.054 1.392 -1.156
H -2.159 0.543 0.410
H 1.936 0.964 1.010
H 1.016 2.394 0.843
H 0.439 1.167 1.959
H 1.083 -1.183 -1.404
H -1.115 -1.606 0.099
H 0.133 -2.798 -0.505
H 0.220 -1.989 1.137


[3]
22
Properties=species:S:1:pos:R:3 method="wB97M-V/def2-TZVPD" de_lowest_kcal_mol=58.85 e_homo_ev=-7.5 e_lumo_ev=0.88 homo_lumo_gap_ev=8.39 total_energy_ev=-10438.476
C -1.350 2.045 -0.413
C -1.311 0.684 0.230
N -1.476 0.670 1.629
C -1.430 -0.462 -0.483
O -1.665 -0.512 -1.847
H -1.231 2.826 0.342
H -0.562 2.147 -1.151
H -2.309 2.215 -0.918
H -0.908 1.365 2.095
H -1.298 -0.245 2.024
H -1.683 -1.395 0.004
H -1.928 0.360 -2.165
C 1.909 0.157 0.114
C 1.568 -1.216 -0.393
N 1.502 -2.176 0.695
H 2.162 0.829 -0.704
H 0.982 0.564 0.589
H 2.727 0.152 0.834
H 2.238 -1.512 -1.214
H 0.451 -1.127 -0.759
H 2.410 -2.288 1.136
H 1.201 -3.082 0.354


[4]
16
Properties=species:S:1:pos:R:3 method="wB97M-V/def2-TZVPD" de_lowest_kcal_mol=71.80 smiles=C[C@H]1N[C@H]1[C@H]1CO1 e_homo_ev=-9.3 e_lumo_ev=1.03 homo_lumo_gap_ev=10.36 total_energy_ev=-8866.099
C -1.774 -0.136 -0.537
C -1.111 0.705 0.537
N -0.609 0.273 1.829
C 0.355 0.607 0.798
C 1.109 -0.494 0.117
C 1.914 -0.249 -1.087
O 2.525 -0.447 0.180
H -1.848 0.478 -1.444
H -2.792 -0.430 -0.260
H -1.213 -1.036 -0.809
H -1.570 1.686 0.626
H -0.679 -0.707 2.051
H 0.954 1.496 0.992
H 0.670 -1.478 0.311
H 2.095 -1.034 -1.820
H 1.975 0.765 -1.484